[1]
Here is a 10-piece molecular cluster, C36H90N18O4P4 overall at a distorted geometry from the Open Molecules 2025 dataset. Energies are from ωB97M-V/def2-TZVPD.

Computed properties:
SMILES: CN(C)P(=O)(N(C)C)N(C)C.CN(C)P(=O)(N(C)C)N(C)C.CN(C)P(=O)(N(C)C)N(C)C.CN(C)P(=O)(N(C)C)N(C)C.CC#N.CC#N.CC#N.CC#N.CC#N.CC#N
Relative energy (zero: lowest compared OMol25 entry of this formula, charge and spin) (kJ/mol): 0.00

Structure (ORCA input):
```
! wB97M-V def2-TZVPD RIJCOSX def2/J DEFGRID3
* xyz 0 1
O 7.0722 0.0654 2.2233
P 6.3500 1.3300 2.3541
N 4.7271 1.1646 2.1723
C 4.0883 -0.1433 2.0727
C 3.8447 2.2586 2.5116
N 6.8372 2.4490 1.2533
C 6.6536 3.8544 1.3489
C 7.3070 2.0014 -0.0227
N 6.5745 2.1539 3.7651
C 7.9640 2.5609 4.0706
C 5.8528 1.6635 4.9175
H 4.1123 -0.6894 3.0236
H 4.4726 -0.7117 1.2276
H 3.0385 0.0255 1.8195
H 4.4307 3.1466 2.7560
H 3.2753 2.0295 3.4314
H 3.1293 2.5036 1.7254
H 5.6328 4.1477 1.0571
H 6.6975 4.1335 2.4063
H 7.3869 4.4041 0.7698
H 8.1972 2.5523 -0.3345
H 7.5430 0.9394 0.0195
H 6.5343 2.1339 -0.7967
H 7.9526 3.1611 4.9721
H 8.5904 1.6640 4.1658
H 8.3704 3.1233 3.2316
H 4.7868 1.8446 4.7630
H 6.0902 2.2683 5.7919
H 5.9980 0.5952 5.1127
O -0.3223 -0.2390 7.0720
P 0.2308 -0.6574 5.7799
N 0.0588 0.5104 4.6400
C 0.4632 0.3012 3.2647
C -0.4290 1.8133 5.0162
N -0.4351 -2.0381 5.2072
C 0.1419 -2.7911 4.1530
C -1.6061 -2.6186 5.8143
N 1.8448 -0.9383 5.6957
C 2.4356 -2.2360 5.9866
C 2.6852 0.1543 6.1784
H 0.6442 1.2574 2.7771
H -0.2482 -0.3415 2.7397
H 1.4102 -0.2439 3.3214
H 0.2179 2.6108 4.6379
H -0.5515 1.8433 6.1007
H -1.4499 2.0030 4.6438
H 0.8905 -2.2305 3.5982
H 0.6071 -3.7359 4.4753
H -0.6167 -3.0440 3.3969
H -1.3813 -3.0230 6.8089
H -2.3944 -1.8802 5.9725
H -1.9733 -3.4175 5.1770
H 2.5559 -2.7770 5.0480
H 3.4068 -2.1894 6.4645
H 1.7775 -2.8667 6.5988
H 3.6293 0.0739 5.6367
H 2.8076 0.0702 7.2578
H 2.3016 1.1324 5.8796
O -7.2470 -0.7671 -4.8186
P -5.9689 -1.4672 -4.8908
N -5.1022 -0.9196 -6.1961
C -3.7050 -1.1660 -6.3826
C -5.6405 0.1291 -7.0423
N -6.1551 -3.0966 -5.0121
C -5.0372 -4.0068 -5.1282
C -7.4584 -3.6038 -5.4168
N -4.9164 -1.2608 -3.6410
C -4.3957 0.0603 -3.4441
C -5.2074 -2.0071 -2.3914
H -3.4161 -2.0935 -5.8895
H -3.0650 -0.4100 -5.8694
H -3.4227 -1.1414 -7.4354
H -5.1940 1.0996 -6.7882
H -6.7203 0.1423 -6.9556
H -5.3858 -0.0939 -8.0838
H -5.3847 -5.0124 -4.8816
H -4.5655 -4.0251 -6.1159
H -4.2845 -3.8164 -4.3649
H -8.2544 -3.0575 -4.9005
H -7.7093 -3.3961 -6.4707
H -7.5457 -4.6577 -5.1733
H -5.0183 0.6486 -2.7670
H -3.3360 0.0227 -3.1825
H -4.4368 0.5723 -4.4146
H -6.2758 -1.9331 -2.1569
H -4.6794 -1.5655 -1.5490
H -4.9260 -3.0509 -2.5051
O 0.4100 3.7078 -0.1666
P -0.8525 4.0713 -0.8098
N -2.1777 4.2678 0.1256
C -2.3140 5.4384 1.0298
C -3.1061 3.1899 0.3592
N -1.3862 2.9684 -1.9320
C -2.5243 3.2496 -2.7565
C -0.3424 2.2601 -2.6660
N -0.7177 5.5476 -1.5596
C 0.4659 5.7952 -2.3727
C -1.8259 6.4631 -1.8330
H -1.3435 5.9510 1.0595
H -2.5541 5.1608 2.0424
H -3.0462 6.1534 0.6429
H -2.7111 2.4325 1.0484
H -3.3783 2.6735 -0.5601
H -4.0194 3.5724 0.8149
H -3.2269 3.9216 -2.2570
H -2.2435 3.7940 -3.6775
H -3.0541 2.3414 -3.0435
H 0.3929 1.8598 -1.9708
H -0.7312 1.3698 -3.1687
H 0.0931 2.8908 -3.4513
H 0.6189 6.8653 -2.4895
H 1.3281 5.4008 -1.8358
H 0.3498 5.3349 -3.3589
H -1.4176 7.4494 -2.0500
H -2.5070 6.5541 -0.9977
H -2.3751 6.1547 -2.7347
C -0.8787 -0.9016 -0.1783
C 0.3944 -1.4306 0.2739
N 1.4099 -1.9380 0.5536
H -1.0727 0.1059 0.1917
H -1.6540 -1.5194 0.2940
H -0.9538 -0.9760 -1.2585
C 3.2308 -4.0964 2.1526
C 4.1661 -3.8436 3.2515
N 4.9311 -3.6737 4.0885
H 2.2899 -3.5728 2.2872
H 3.1362 -5.1777 2.0640
H 3.6237 -3.7014 1.2156
C -0.0744 -0.6363 -6.5582
C -0.0506 -0.7567 -5.1118
N -0.0269 -0.8679 -3.9611
H -0.9667 -0.1401 -6.9266
H -0.0340 -1.6422 -6.9786
H 0.7934 -0.0750 -6.8988
C 2.9089 -2.3626 -2.6262
C 2.1972 -3.5524 -3.0935
N 1.6880 -4.5023 -3.4637
H 3.0410 -1.6332 -3.4262
H 3.9024 -2.6455 -2.2907
H 2.2770 -1.8934 -1.8757
C -1.7210 -3.6625 -2.2116
C -2.5440 -4.8245 -2.5341
N -3.2296 -5.7256 -2.7316
H -1.2342 -3.3691 -3.1434
H -1.0795 -3.8185 -1.3606
H -2.4577 -2.8686 -2.0528
C -2.1572 -5.8055 2.5505
C -2.4062 -4.6015 1.7516
N -2.5920 -3.6908 1.0887
H -2.6751 -6.6266 2.0525
H -2.6480 -5.6845 3.5155
H -1.0948 -5.9871 2.6360
*
```


[2]
Here is C36H90N6Na3O16P as an isolated structure at a distorted geometry from the Open Molecules 2025 dataset. Energies are from ωB97M-V/def2-TZVPD.

Computed properties:
Relative energy (zero: lowest compared OMol25 entry of this formula, charge and spin) (kJ/mol): 171.48

Structure (ORCA input):
```
! wB97M-V def2-TZVPD RIJCOSX def2/J DEFGRID3
* xyz 0 1
Na 12.9559 15.3796 -12.8692
Na 9.3006 14.6009 -15.5765
Na 14.0081 12.8510 -16.2239
P 12.0127 14.1135 -14.9571
O 11.4839 13.8201 -16.4030
O 12.4059 12.7795 -14.2956
O 11.0179 14.9190 -14.0987
O 13.3306 14.8931 -15.1752
C 16.8613 12.0954 -15.4180
O 15.6677 11.3705 -15.5962
C 15.6505 10.2005 -14.7953
C 14.2446 9.8266 -14.4436
N 13.6558 10.7403 -13.4756
C 12.5187 10.1186 -12.7739
C 12.9110 9.0047 -11.8395
O 12.5801 7.7375 -12.4039
C 12.1167 6.7892 -11.4748
H 16.7813 13.0985 -15.8534
H 17.7460 11.6119 -15.8373
H 16.9995 12.3263 -14.3523
H 16.1167 10.3949 -13.8221
H 16.1962 9.3988 -15.3034
H 14.3042 8.8186 -14.0139
H 13.5918 9.6471 -15.3180
H 13.3078 11.5499 -14.0037
H 11.7046 9.8144 -13.4452
H 12.1246 10.9275 -12.1421
H 12.4668 9.1678 -10.8484
H 13.9896 9.0173 -11.6141
H 11.0532 6.9745 -11.2504
H 12.6766 6.7928 -10.5386
H 12.1176 5.8199 -11.9708
C 16.1974 15.9888 -11.9928
O 15.2319 15.1464 -11.4603
C 15.3350 13.7526 -11.7089
C 14.2203 13.0443 -10.9698
N 12.8912 13.4358 -11.4663
C 11.7780 13.2219 -10.5322
C 11.6061 14.3631 -9.5568
O 10.5689 14.0355 -8.6663
C 10.2996 15.0580 -7.7565
H 16.3055 15.8322 -13.0786
H 17.2051 15.8345 -11.5790
H 15.8918 17.0155 -11.8089
H 16.3147 13.3526 -11.4270
H 15.1618 13.6044 -12.7901
H 14.2885 13.2644 -9.9038
H 14.3587 11.9746 -11.1725
H 12.6833 12.8671 -12.2915
H 11.7688 12.2133 -10.0944
H 10.9107 13.2255 -11.2090
H 11.4616 15.2764 -10.1561
H 12.5393 14.5147 -8.9826
H 9.9352 15.9547 -8.2794
H 11.2115 15.3732 -7.2324
H 9.5303 14.6961 -7.0836
C 8.9590 11.9021 -13.7143
O 8.3812 12.0351 -15.0094
C 9.1750 11.3691 -15.9603
C 8.8735 11.7465 -17.4057
N 9.3119 13.0764 -17.7246
C 9.0824 13.5052 -19.0726
C 7.5928 13.5594 -19.4477
O 7.3562 12.7120 -20.5798
C 6.3668 11.7371 -20.3797
H 9.8720 12.4996 -13.6091
H 9.2626 10.8585 -13.5403
H 8.1961 12.1508 -12.9810
H 9.0230 10.2826 -15.8758
H 10.2468 11.5408 -15.7861
H 7.7868 11.6225 -17.5140
H 9.3248 10.9715 -18.0533
H 10.2674 13.3049 -17.3796
H 9.5228 12.8398 -19.8325
H 9.5056 14.5025 -19.2006
H 7.3095 14.5581 -19.7837
H 6.9453 13.1938 -18.6513
H 6.2202 11.1933 -21.3141
H 5.3771 12.1498 -20.1227
H 6.6276 11.0105 -19.5957
C 7.0188 13.8102 -10.2459
O 7.1306 15.1128 -10.7286
C 7.9326 15.1470 -11.8874
C 8.1166 16.5688 -12.3366
N 8.7611 16.6007 -13.6401
C 8.5474 17.7114 -14.5068
C 7.2772 17.5416 -15.3270
O 7.5341 16.4328 -16.1738
C 6.4496 16.0294 -16.9973
H 6.6685 13.1010 -11.0168
H 6.3313 13.7666 -9.4032
H 7.9779 13.3871 -9.8982
H 7.4692 14.4828 -12.6329
H 8.9040 14.6995 -11.6275
H 8.8611 16.9508 -11.6136
H 7.2206 17.1806 -12.2895
H 9.6572 16.1331 -13.6892
H 9.3770 17.7760 -15.2154
H 8.4941 18.7061 -14.0247
H 7.1119 18.4334 -15.9531
H 6.3826 17.4292 -14.7012
H 5.4951 16.3933 -16.6275
H 6.4602 14.9406 -17.0903
H 6.6701 16.3634 -18.0194
C 15.2132 21.2319 -16.7324
O 15.0360 20.5259 -15.5347
C 14.1430 19.4367 -15.6580
C 14.4553 18.3802 -14.5997
N 13.3795 17.4619 -14.3153
C 12.1981 18.0489 -13.7345
C 12.4636 18.7013 -12.3957
O 12.7376 17.6564 -11.4791
C 13.1736 18.0334 -10.1869
H 15.9759 21.9835 -16.5479
H 14.2786 21.6970 -17.0746
H 15.5435 20.5713 -17.5455
H 14.1226 18.9771 -16.6554
H 13.1186 19.8172 -15.5094
H 14.8158 18.8799 -13.6951
H 15.2865 17.7794 -14.9818
H 13.3847 16.6152 -14.9032
H 11.4090 17.3127 -13.5819
H 11.7473 18.8151 -14.3894
H 11.5612 19.2607 -12.1086
H 13.3163 19.3881 -12.3694
H 13.6089 17.1562 -9.7207
H 12.3343 18.4562 -9.6155
H 13.9018 18.8572 -10.2415
C 16.7899 14.7230 -21.5490
O 15.5264 15.0110 -21.0251
C 15.1859 14.0922 -19.9959
C 13.8180 14.4534 -19.4501
N 13.2799 13.4128 -18.5993
C 12.8016 12.2590 -19.3223
C 13.0333 10.9571 -18.5947
O 14.3595 10.5289 -18.8079
C 14.5896 9.1831 -18.5021
H 17.0912 15.5677 -22.1659
H 16.7567 13.8063 -22.1425
H 17.5115 14.6627 -20.7246
H 15.9418 14.1917 -19.2049
H 15.1850 13.0830 -20.4225
H 13.1627 14.7535 -20.2882
H 13.9017 15.3903 -18.8902
H 12.5742 13.7790 -17.9531
H 13.3678 12.1321 -20.2491
H 11.7460 12.3529 -19.5968
H 12.3042 10.1934 -18.8940
H 12.9351 11.0785 -17.5005
H 15.5913 8.9793 -18.8884
H 13.8986 8.4947 -18.9990
H 14.6135 9.0060 -17.4196
*
```